{"formula": "C39H37IrNS", "method": "ωB97M-V with the def2-TZVPD basis set", "elements": ["Ir", "C", "C", "C", "C", "C", "C", "C", "C", "C", "C", "C", "C", "H", "H", "H", "H", "H", "H", "H", "H", "H", "H", "H", "H", "H", "H", "H", "H", "H", "H", "S", "C", "C", "C", "C", "C", "C", "N", "C", "C", "C", "C", "C", "C", "C", "H", "H", "H", "H", "H", "H", "H", "H", "C", "C", "C", "C", "C", "C", "C", "C", "C", "C", "C", "C", "C", "C", "H", "H", "H", "H", "H", "H", "H", "H", "H", "H", "H"], "positions_angstrom": [[-0.3617, -0.5665, -0.3092], [-3.3199, 1.9344, -1.8950], [-2.5114, 1.8264, -0.6292], [-1.7783, 2.9129, -0.1662], [-1.7244, 4.1952, -0.9543], [-1.1238, 2.8389, 1.0767], [-0.2900, 4.0042, 1.5426], [-1.2893, 1.7297, 1.9033], [-0.8436, 1.8185, 3.3436], [-1.9744, 0.5894, 1.4228], [-2.2589, -0.5610, 2.3667], [-2.5764, 0.6340, 0.1359], [-3.6110, -0.4028, -0.2762], [-4.2971, 2.3764, -1.6775], [-3.5080, 0.9681, -2.3564], [-2.8353, 2.5634, -2.6362], [-0.8630, 4.2004, -1.6293], [-1.6359, 5.0607, -0.3024], [-2.6168, 4.3409, -1.5560], [-0.9092, 4.7860, 1.9912], [0.2467, 4.4551, 0.7090], [0.4471, 3.7029, 2.2830], [0.2122, 1.5727, 3.4809], [-1.4209, 1.1647, 3.9920], [-0.9839, 2.8303, 3.7190], [-3.2095, -0.3962, 2.8819], [-1.4925, -0.6560, 3.1293], [-2.3369, -1.5263, 1.8666], [-3.3974, -0.8805, -1.2364], [-4.5804, 0.0840, -0.3934], [-3.7401, -1.1822, 0.4683], [2.9457, 2.0137, 0.9081], [2.6329, 0.8985, 2.2171], [3.1746, 0.9001, 3.4886], [2.7149, -0.0419, 4.4004], [1.7339, -0.9863, 4.0556], [1.1739, -0.9921, 2.8016], [1.6180, -0.0346, 1.8732], [1.1520, 0.1474, 0.6229], [2.0880, 0.8707, -0.2245], [1.3193, 1.4948, -1.3455], [1.7906, 2.5054, -2.1715], [1.1132, 2.7803, -3.3518], [0.0049, 2.0204, -3.7066], [-0.4677, 1.0173, -2.8662], [0.1781, 0.7793, -1.6652], [3.9376, 1.6133, 3.7691], [3.1336, -0.0578, 5.3975], [1.4277, -1.7211, 4.7873], [0.4372, -1.7309, 2.5145], [2.6838, 3.0644, -1.9130], [1.4611, 3.5693, -4.0042], [-0.5010, 2.2110, -4.6442], [-1.3362, 0.4387, -3.1580], [-3.0352, -5.2617, -0.8138], [-2.9460, -3.9530, -0.3443], [-1.7781, -3.2439, -0.5239], [-0.6693, -3.8067, -1.1675], [-0.7820, -5.1267, -1.6241], [-1.9541, -5.8447, -1.4560], [0.6035, -3.1448, -1.3562], [0.9877, -1.8601, -1.0696], [2.4071, -1.5659, -1.1997], [3.3457, -2.5085, -1.6870], [4.6956, -2.3628, -1.5142], [5.2694, -1.2423, -0.8570], [4.4595, -0.2240, -0.5197], [3.0208, -0.2324, -0.8805], [-3.9497, -5.8215, -0.6725], [-3.7914, -3.5029, 0.1587], [-1.7580, -2.2252, -0.1255], [0.0615, -5.5886, -2.1221], [-2.0221, -6.8606, -1.8194], [1.3392, -3.8266, -1.7583], [3.0138, -3.4198, -2.1540], [5.3478, -3.1508, -1.8710], [6.3326, -1.2042, -0.6690], [4.8573, 0.6846, -0.0913], [3.1121, 0.1152, -1.9423]], "lowdin_spin": [0.12, 0.00, 0.00, 0.00, 0.00, 0.00, 0.00, 0.00, 0.00, 0.01, 0.00, 0.00, 0.00, 0.00, 0.00, 0.00, 0.00, 0.00, 0.00, 0.00, 0.00, 0.00, 0.00, 0.00, 0.00, 0.00, 0.00, 0.00, 0.00, 0.00, 0.00, 0.06, 0.12, -0.02, 0.14, 0.00, 0.08, 0.04, 0.35, 0.03, 0.00, 0.00, 0.00, 0.00, 0.00, 0.00, 0.00, 0.01, 0.00, 0.00, 0.00, 0.00, 0.00, 0.00, 0.00, 0.00, 0.00, 0.00, 0.00, 0.00, 0.00, 0.00, 0.00, 0.00, 0.00, 0.01, 0.00, 0.03, 0.00, 0.00, 0.00, 0.00, 0.00, 0.00, 0.00, 0.00, 0.00, 0.00, 0.00], "spin_multiplicity": 2, "s_squared": 0.781, "mol_weight_da": 744.02, "total_charge": 2, "e_homo_ev": [-13.42, -13.40], "total_energy_ha": -2064.9809}